# CF2NPS

A single CF2NPS molecule (ωB97M-V/def2-TZVPD, the Open Molecules 2025 dataset).

Structure (XYZ):
```
6
Properties=species:S:1:pos:R:3
C -0.648 0.259 -0.177
N -2.267 1.073 0.051
F 1.082 -1.508 -1.048
F 0.935 -1.279 1.279
P 0.965 -0.297 0.004
S 2.411 0.997 -0.043
```

The value obtained for the orbital gap (spin up / spin down) is 7.3 / 7.4 eV. The calculation puts the HOMO energy (spin up / spin down) at -10.3 / -10.5 eV. The SMILES is N#CP(F)(F)=S. As for the net charge: 0.

# CF2O2S

A 2-piece molecular cluster, CF2O2S overall (ωB97M-V/def2-TZVPD, the Open Molecules 2025 dataset).

Structure (XYZ):
```
6
Properties=species:S:1:pos:R:3
C -0.794 1.427 -1.309
O -1.508 2.294 -1.609
O 0.758 -2.572 2.221
F -0.204 0.590 -2.181
F 1.036 -0.583 0.682
S 0.712 -1.156 2.196
```

The value obtained for the orbital gap (spin up / spin down) is 7.7 / 9.2 eV. The calculation puts the HOMO energy (spin up / spin down) at -9.5 / -10.6 eV. As for the net charge: 0.

# CF2O3S

A single CF2O3S molecule (ωB97M-V/def2-TZVPD, the Open Molecules 2025 dataset).

Structure (XYZ):
```
7
Properties=species:S:1:pos:R:3
C 1.290 0.105 -0.039
O 1.977 1.036 -0.153
O -1.481 0.812 -1.102
O -1.369 0.485 1.359
F 1.629 -1.156 0.061
F -1.112 -1.458 -0.168
S -0.934 0.178 0.042
```

The value obtained for the orbital gap is 10.8 eV. The calculation puts the HOMO energy at -11.9 eV. The SMILES is O=C(F)S(=O)(=O)F. As for the net charge: 0.

# CF3N

A 2-piece molecular cluster, CF3N overall (ωB97M-V/def2-TZVPD, the Open Molecules 2025 dataset).

Structure (XYZ):
```
5
Properties=species:S:1:pos:R:3
C -0.546 -0.149 -0.648
N 1.596 -0.221 0.367
F -0.571 1.002 -1.248
F -1.693 -0.369 -0.091
F 1.214 -0.264 1.619
```

The value obtained for the orbital gap (spin up / spin down) is 9.3 / 9.0 eV. The calculation puts the HOMO energy (spin up / spin down) at -10.3 / -9.6 eV. As for the net charge: 0.

# CF3N3

A 2-piece molecular cluster, CF3N3 overall (ωB97M-V/def2-TZVPD, the Open Molecules 2025 dataset).

Structure (XYZ):
```
7
Properties=species:S:1:pos:R:3
C -0.362 -0.286 -0.003
N -0.132 0.195 1.370
N -1.352 0.053 0.797
N 0.219 -0.668 -1.053
F 0.327 1.878 2.500
F -0.250 -0.530 -2.471
F 1.549 -0.642 -1.138
```

The value obtained for the orbital gap (spin up / spin down) is 7.4 / 7.4 eV. The calculation puts the HOMO energy (spin up / spin down) at -10.1 / -10.1 eV. As for the net charge: 0.

# CF3NO

A single CF3NO molecule (ωB97M-V/def2-TZVPD, the Open Molecules 2025 dataset).

Structure (XYZ):
```
6
Properties=species:S:1:pos:R:3
C 0.386 0.036 -0.091
N -1.027 0.618 0.313
O -1.744 -0.352 0.317
F 0.303 -0.647 -1.191
F 0.789 -0.649 1.009
F 1.292 0.993 -0.356
```

As for the multiplicity: 3. The value obtained for the orbital gap (spin up / spin down) is 10.7 / 12.4 eV. The calculation puts the HOMO energy (spin up / spin down) at -9.6 / -14.7 eV. As for the net charge: 0.

# CF3NO2S

A 2-piece molecular cluster, CF3NO2S overall (ωB97M-V/def2-TZVPD, the Open Molecules 2025 dataset).

Structure (XYZ):
```
8
Properties=species:S:1:pos:R:3
C -1.081 -0.190 -0.419
N 1.643 0.366 0.324
O 0.050 -0.191 -0.840
O 1.098 0.926 1.204
F -1.061 -0.802 0.932
F -1.896 -0.911 -0.994
F -1.877 0.941 -0.139
S 3.123 -0.139 -0.069
```

The value obtained for the orbital gap (spin up / spin down) is 7.6 / 7.6 eV. The calculation puts the HOMO energy (spin up / spin down) at -11.4 / -11.4 eV. As for the net charge: 0.

# CF3NOS

A single CF3NOS molecule (ωB97M-V/def2-TZVPD, the Open Molecules 2025 dataset).

Structure (XYZ):
```
7
Properties=species:S:1:pos:R:3
C -0.835 0.109 -0.485
N 0.643 0.957 -0.064
O 2.545 0.918 1.286
F -1.652 0.884 -1.128
F -0.441 -0.875 -1.303
F -1.477 -0.445 0.532
S 1.515 0.074 0.799
```

The value obtained for the orbital gap is 10.4 eV. The calculation puts the HOMO energy at -11.5 eV. As for the net charge: 0.

Calculated values (eV/Å) of largest force on an atom for the records, taken in order: 10.48; 2.74; 2.66; 1.23; 3.51; 2.94; 7.81; 5.52.
Calculated values (hartree) of energy for the records, taken in order: -1031.896939; -786.399223; -861.689767; -392.190340; -501.546810; -467.578221; -940.936863; -865.828148.